# 1
This record from the Open Molecules 2025 dataset describes a structure of composition C27H46BrN3OP2V at a distorted geometry. The level of theory is ωB97M-V/def2-TZVPD.

```
81
Properties=species:S:1:pos:R:3:lowdin_spin:R:1
N -5.04093 2.35996 -3.09239 0.0304
C -4.88047 2.71809 -1.82723 -0.0039
C -3.78631 2.26123 -1.07618 0.0387
C -2.82397 1.46539 -1.74033 0.0225
C -2.99159 1.12307 -3.09813 0.0291
C -4.15799 1.58127 -3.72300 -0.0063
C -1.55149 1.19394 -1.08978 0.2556
V 0.13880 -0.02660 -0.54012 2.5305
P 2.32902 -0.56563 -0.18046 0.0429
C -0.35141 1.47195 -1.82237 -0.0382
C 0.61380 2.42182 -1.27920 0.0192
C 1.63913 2.92174 -2.13546 -0.0247
C 2.41404 4.00758 -1.73220 0.0075
C 2.22866 4.51696 -0.43711 -0.0319
C 1.24977 4.00452 0.42950 0.0078
C 0.42003 2.97832 0.01547 -0.0197
Br 3.20439 5.96465 0.10322 -0.0148
H -1.56530 1.10538 0.01788 0.0181
H -0.35600 1.38165 -2.91796 0.0046
H -3.61914 2.58722 -0.06711 0.0018
H -2.23428 0.58437 -3.66378 0.0012
H -5.61308 3.39839 -1.36856 -0.0005
H -4.33844 1.33885 -4.77339 -0.0008
H 1.76003 2.50041 -3.13164 -0.0007
H -0.39622 2.64806 0.67702 0.0014
H 3.15244 4.46527 -2.40215 0.0010
H 1.10506 4.41705 1.41964 0.0011
P -1.27375 -1.79206 -0.01016 0.0244
C 3.07490 1.04099 0.34585 0.0076
C 4.54521 1.34949 0.68686 0.0014
H 2.47332 1.38095 1.21379 0.0023
H 2.79456 1.75114 -0.45320 0.0000
H 4.55070 2.27744 1.29184 -0.0001
H 5.04799 0.57615 1.27655 0.0000
H 5.13653 1.56545 -0.21647 0.0003
C 2.98293 -1.41771 -1.82071 0.0056
C 4.40557 -1.86351 -2.21900 0.0004
H 2.64079 -0.73351 -2.62278 0.0017
H 2.34001 -2.31506 -1.94240 -0.0001
H 4.37952 -2.10358 -3.29956 0.0001
H 5.17374 -1.09047 -2.09633 0.0000
H 4.73560 -2.77668 -1.70377 0.0001
C 2.52511 -1.74333 1.24503 0.0177
C 3.78612 -1.79512 2.10901 0.0041
H 2.37316 -2.73817 0.80004 0.0001
H 1.67553 -1.59119 1.94527 0.0038
H 3.57146 -2.49625 2.93063 0.0006
H 4.66484 -2.18126 1.58079 0.0002
H 4.03998 -0.83037 2.56107 0.0001
C -0.79784 -2.92163 1.37055 0.0110
C -1.52265 -4.25427 1.35062 0.0018
H -1.02419 -2.36548 2.29256 -0.0004
H 0.29232 -3.06619 1.37262 0.0003
H -2.57883 -4.13745 1.61083 0.0000
H -1.47890 -4.76968 0.38421 0.0001
H -1.09204 -4.95126 2.07958 0.0006
C -0.22300 -2.29152 -1.43913 0.0229
C -0.76873 -2.25992 -2.88158 0.0115
H 0.14858 -3.29437 -1.15615 -0.0009
H 0.67912 -1.61464 -1.42874 0.0080
H -1.59722 -2.96519 -3.03893 0.0011
H -1.07155 -1.23796 -3.16486 0.0016
H 0.04335 -2.54045 -3.56586 0.0007
C -2.96771 -2.18948 -0.54537 -0.0029
C -4.01629 -1.76552 0.47400 0.0003
H -3.02306 -3.27233 -0.75907 -0.0015
H -3.13026 -1.67129 -1.50239 -0.0003
H -4.98438 -1.58537 -0.02034 0.0003
H -4.17424 -2.54955 1.23239 0.0000
H -3.73111 -0.83879 0.99862 -0.0002
C -0.81225 2.37049 4.32699 0.0000
N -0.97506 0.93644 4.32078 0.0000
C -1.75647 0.30852 3.39828 0.0009
N -1.94612 -1.04033 3.69320 0.0000
O -2.21230 0.83801 2.38274 0.0026
H -0.65097 2.72806 3.30731 0.0000
H 0.05762 2.62837 4.93895 0.0000
H -1.69197 2.87323 4.74862 0.0000
H -0.69808 0.40699 5.13615 0.0000
H -2.76140 -1.46521 3.27797 0.0000
H -1.72670 -1.34048 4.63893 0.0000
```

Calculated values
- HOMO-LUMO gap (spin up / spin down) (eV) = 6.856 / 6.349
- expectation value of S² = 3.8580
- net charge = +2
- E_HOMO (spin up / spin down) (eV) = -13.909 / -13.710
- multiplicity = 4
- energy above the lowest of the compared OMol25 structures with the same formula, charge and spin (kJ/mol) = 0.00

***

# 2
This record from the Open Molecules 2025 dataset describes the molecule C6H12O. The level of theory is ωB97M-V/def2-TZVPD.

```
19
Properties=species:S:1:pos:R:3:lowdin_charge:R:1
C -1.66657 -1.52311 2.53031 -0.0766
C -1.00382 -0.31484 1.90107 -0.3012
O -0.28295 -0.74373 0.76774 -0.1479
C 0.41869 0.29359 0.15422 -0.3284
C 1.45423 -0.12672 -0.78269 0.0557
C 1.70917 0.94220 -1.77796 -0.3048
C 0.65143 0.48822 -2.84018 -0.0953
H -2.23553 -1.23002 3.41844 0.0757
H -2.34837 -1.99810 1.81883 0.0780
H -0.91011 -2.25698 2.82262 0.0791
H -0.31619 0.16619 2.61729 0.1189
H -1.75704 0.44088 1.61813 0.1194
H -0.26283 1.12297 -0.13738 0.1368
H 1.16655 0.75176 0.85795 0.1594
H 0.49442 -0.60083 -2.82201 0.0788
H 1.51527 1.98457 -1.46339 0.1079
H 2.71050 0.88831 -2.21155 0.0931
H -0.31486 0.95208 -2.62205 0.0734
H 0.97802 0.76356 -3.84938 0.0781
```

Calculated values
- HOMO-LUMO gap (eV) = 8.955
- net charge = 0
- E_HOMO (eV) = -8.435
- energy above the lowest of the compared OMol25 structures with the same formula, charge and spin (kJ/mol) = 411.02

***

# 3
This record from the Open Molecules 2025 dataset describes a cluster of 2 separate species, C4H12NOS in total. The level of theory is ωB97M-V/def2-TZVPD.

```
19
Properties=species:S:1:pos:R:3:lowdin_charge:R:1
C 1.67784 0.35105 -0.50965 -0.3191
C 2.12000 0.10822 0.92705 -0.8159
S 3.94388 0.28506 1.13397 0.0372
C 0.17742 0.64801 -0.71793 -0.2560
N -0.75957 -0.42203 -0.38630 -0.1582
C -1.07288 -0.56979 1.03220 -0.1353
H 1.91036 -0.54683 -1.09385 0.0942
H 2.25759 1.19535 -0.89183 0.0739
H 1.62971 0.84163 1.56478 0.0298
H 1.86775 -0.91619 1.22138 0.0191
H 0.04431 0.85361 -1.78707 0.0986
H -0.11776 1.55200 -0.18111 0.1082
H -0.37937 -1.31526 -0.69128 0.1151
H -1.45533 0.37513 1.44393 0.0829
H -1.84235 -1.33584 1.14641 0.0722
H -0.21214 -0.84968 1.65755 0.0600
H -2.49295 -0.27098 -1.14675 -0.0054
H -3.84258 0.44807 -1.37910 0.0129
O -3.45392 -0.43152 -1.34240 -0.1142
```

Calculated values
- HOMO-LUMO gap (eV) = 5.739
- net charge = -1
- E_HOMO (eV) = -2.421
- energy above the lowest of the compared OMol25 structures with the same formula, charge and spin (kJ/mol) = 52.25

***

# 4
This record from the Open Molecules 2025 dataset describes a cluster of 16 separate species, C36H104O16 in total at a distorted geometry. The level of theory is ωB97M-V/def2-TZVPD.

```
156
Properties=species:S:1:pos:R:3:lowdin_charge:R:1
C 4.89531 8.22230 -4.61907 -0.0587
C 4.74506 8.21827 -3.10612 -0.4966
C 4.35725 9.54779 -2.47986 -0.0622
O 3.77873 7.23092 -2.73217 -0.0577
H 3.95042 8.46107 -5.10718 0.0791
H 5.30982 7.32515 -5.07886 0.0774
H 5.53561 9.02139 -4.99266 0.0761
H 5.69593 7.89763 -2.68051 0.1272
H 5.03484 10.36980 -2.71066 0.0788
H 4.22466 9.46930 -1.40081 0.0764
H 3.40980 9.88942 -2.89666 0.0817
H 3.69812 7.28729 -1.77722 0.0787
C -2.11034 -8.99176 -4.76090 -0.0559
C -1.10039 -8.78347 -3.60368 -0.5254
C -1.05371 -7.35787 -3.10757 -0.0544
O -1.40245 -9.64979 -2.55810 -0.0495
H -1.90035 -8.20971 -5.49058 0.0741
H -3.14006 -8.80885 -4.45377 0.0768
H -2.10557 -9.99977 -5.17560 0.0740
H -0.12009 -9.09118 -3.96762 0.1271
H -2.06538 -7.14109 -2.76453 0.0843
H -0.87654 -6.60018 -3.87087 0.0785
H -0.28003 -7.22423 -2.35151 0.0810
H -1.69060 -10.52397 -2.83084 0.0896
C -9.49020 -4.61122 1.46076 -0.0424
C -8.37232 -5.66720 1.19079 -0.5013
C -8.54661 -6.39586 -0.13733 -0.0702
O -7.16614 -5.01121 1.14030 -0.0506
H -9.30849 -3.64662 0.98682 0.0780
H -9.70139 -4.42344 2.51349 0.0669
H -10.49598 -4.90314 1.15862 0.0680
H -8.29930 -6.38543 2.00744 0.1324
H -9.53045 -6.86488 -0.15042 0.0719
H -7.79705 -7.16558 -0.32109 0.0731
H -8.57852 -5.86162 -1.08690 0.0802
H -6.46511 -5.66616 1.10555 0.0941
C 0.86148 0.14744 12.36028 -0.0648
C 0.34617 1.39869 11.61802 -0.4787
C -0.88838 0.97459 10.70739 -0.0479
O -0.04347 2.41446 12.51808 -0.0448
H 0.01811 -0.34741 12.84189 0.0768
H 1.53013 0.41862 13.17727 0.0694
H 1.34511 -0.54982 11.67616 0.0797
H 1.11860 1.76519 10.94191 0.1223
H -1.66974 0.51860 11.31537 0.0700
H -0.65594 0.23592 9.94030 0.0713
H -1.26600 1.89458 10.26115 0.0689
H 0.63107 2.38452 13.20051 0.0780
C 5.66148 5.01954 5.51449 -0.0651
C 4.29837 5.39449 4.97526 -0.5072
C 3.50214 6.25056 5.99139 -0.0598
O 4.39134 6.17521 3.82672 -0.0541
H 6.20167 5.94160 5.72917 0.0765
H 6.29727 4.54673 4.76594 0.0793
H 5.63931 4.42943 6.43067 0.0829
H 3.76028 4.49517 4.67566 0.1373
H 2.52902 6.56351 5.61297 0.0723
H 3.99777 7.18817 6.24307 0.0761
H 3.29705 5.68774 6.90203 0.0722
H 5.11847 6.80170 3.84663 0.0896
C 7.18053 -6.02594 -2.47452 -0.0633
C 7.32213 -6.33590 -0.97159 -0.4913
C 5.93066 -6.59323 -0.46181 -0.0836
O 8.02158 -7.56125 -0.85784 -0.0529
H 6.55852 -6.68378 -3.08151 0.0853
H 8.19451 -5.98247 -2.87208 0.0684
H 6.89397 -4.98053 -2.58899 0.0752
H 7.80840 -5.56431 -0.37470 0.1383
H 5.27424 -5.72311 -0.45160 0.0811
H 5.94653 -6.93076 0.57449 0.0753
H 5.37167 -7.38470 -0.96102 0.0827
H 8.92811 -7.37823 -1.11534 0.0847
C -4.92644 -1.13748 -5.85340 -0.0484
C -5.60804 -1.57610 -7.18385 -0.4768
C -6.13547 -2.97291 -7.09061 -0.0824
O -6.65571 -0.66181 -7.56206 -0.0587
H -4.69368 -0.07283 -5.83247 0.0735
H -3.98822 -1.68557 -5.76710 0.0754
H -5.54950 -1.32348 -4.97859 0.0758
H -4.85451 -1.46845 -7.96404 0.1256
H -6.88028 -3.07259 -6.30104 0.0838
H -5.41330 -3.75739 -6.86439 0.0807
H -6.66318 -3.37856 -7.95377 0.0750
H -7.25678 -1.08832 -8.17719 0.0765
C 2.94052 -2.59594 -7.75968 -0.0602
C 3.93107 -2.00771 -8.71801 -0.5461
C 3.32503 -1.44739 -9.97739 -0.0613
O 4.61020 -0.99453 -8.03339 -0.0529
H 2.45837 -3.41957 -8.28622 0.0808
H 2.22585 -1.81530 -7.49901 0.0854
H 3.45539 -2.99854 -6.88737 0.0844
H 4.74358 -2.69195 -8.96249 0.1417
H 2.49150 -0.75917 -9.83704 0.0805
H 2.91303 -2.25125 -10.58745 0.0787
H 4.12363 -0.92664 -10.50575 0.0833
H 3.93608 -0.38029 -7.73361 0.0856
C -2.59132 8.00952 -0.57849 -0.0493
C -4.11313 8.13167 -0.77235 -0.5239
C -4.81537 6.86363 -0.48523 -0.0821
O -4.70112 9.11210 0.04827 -0.0481
H -2.09703 8.93719 -0.86693 0.0736
H -2.17119 7.22202 -1.20416 0.0777
H -2.35864 7.86751 0.47688 0.0782
H -4.34316 8.51850 -1.76509 0.1393
H -4.55391 6.42745 0.47887 0.0833
H -4.62134 6.05992 -1.19551 0.0814
H -5.89716 6.99316 -0.45325 0.0845
H -4.57967 8.80917 0.95108 0.0851
C -0.09896 -0.82124 0.37837 -0.0430
C 0.35998 0.40124 1.28091 -0.5063
C -0.27239 1.71081 0.84919 -0.0647
O 0.06212 0.16513 2.60525 -0.0447
H -1.15942 -1.02798 0.52251 0.0711
H 0.43629 -1.73593 0.63325 0.0699
H 0.03073 -0.58989 -0.67887 0.0678
H 1.43988 0.52483 1.19942 0.1322
H -0.39106 1.77893 -0.23219 0.0734
H 0.31145 2.56681 1.18754 0.0756
H -1.25041 1.86314 1.30569 0.0780
H -0.84388 -0.14607 2.66778 0.0908
C 0.63842 3.94166 -6.94758 -0.1551
O 1.77924 3.51163 -6.17949 -0.1299
H 0.72376 4.80326 -7.60975 0.0736
H 0.32564 3.07694 -7.53284 0.0732
H -0.16653 4.09512 -6.22883 0.0714
H 2.02736 4.23666 -5.60124 0.0665
C 3.04863 -2.97659 6.58951 -0.2109
O 3.37788 -1.66555 6.79562 -0.1058
H 3.61789 -3.56289 7.31083 0.0799
H 2.00255 -3.17944 6.81897 0.0780
H 3.31624 -3.29719 5.58268 0.0777
H 2.72437 -1.13171 6.33787 0.0810
C -0.47252 -7.97567 3.40706 -0.1844
O -1.63103 -8.08358 2.64498 -0.1223
H -0.48539 -7.03410 3.95605 0.0788
H -0.32652 -8.80095 4.10398 0.0748
H 0.31427 -7.92883 2.65415 0.0785
H -1.43988 -8.64480 1.88994 0.0746
C 7.45570 1.51522 -2.01871 -0.1549
O 8.43285 1.25594 -3.04846 -0.1280
H 6.90977 0.60281 -1.77878 0.0680
H 7.99871 1.75811 -1.10534 0.0756
H 6.72575 2.27966 -2.28498 0.0738
H 7.91327 1.11641 -3.84356 0.0656
C -6.20935 0.07323 4.32641 -0.1721
O -5.07968 -0.71272 4.01650 -0.1273
H -6.94818 -0.51928 4.86601 0.0727
H -5.93780 0.94581 4.92051 0.0806
H -6.67169 0.34414 3.37723 0.0742
H -5.40078 -1.48556 3.54614 0.0719
C -4.05631 6.96794 6.08251 -0.1609
O -4.61205 8.08791 5.38888 -0.1287
H -3.67157 6.26130 5.34716 0.0757
H -3.24239 7.21165 6.76531 0.0732
H -4.85070 6.44776 6.61773 0.0715
H -4.93103 8.74669 6.01005 0.0692
```

Calculated values
- HOMO-LUMO gap (eV) = 10.242
- net charge = 0
- E_HOMO (eV) = -10.074
- energy above the lowest of the compared OMol25 structures with the same formula, charge and spin (kJ/mol) = 533.27

***

- Among the records above, which one has the highest energy above the lowest of the compared OMol25 structures with the same formula, charge and spin?
  C36H104O16